[1]
{"formula": "C7H16O9S3Ti", "method": "ωB97M-V with the def2-TZVPD basis set", "largest_force_ev_per_a": 5.1, "relative_energy_kcal_mol": 36.1, "spin_multiplicity": 4, "e_homo_ev": [-0.24, -4.99], "e_lumo_ev": [2.343, 2.212], "total_charge": -1, "total_energy_ha": -2997.44527, "gap_ev": [2.579, 7.198], "species": ["Ti", "S", "O", "O", "O", "O", "C", "C", "O", "C", "O", "O", "H", "H", "H", "H", "C", "S", "O", "C", "H", "H", "H", "H", "H", "H", "C", "S", "O", "C", "H", "H", "H", "H", "H", "H"], "xyz": [[-0.284, 0.050, -0.163], [0.331, -2.342, -1.131], [-0.399, -2.920, -2.233], [-0.687, -2.109, -0.095], [1.407, -3.120, -0.519], [0.909, -1.056, -1.420], [2.316, 1.749, -0.612], [2.628, 2.893, 0.328], [3.756, 2.387, 1.046], [3.704, 1.013, 1.018], [4.452, 0.243, 1.659], [2.984, 0.665, -0.034], [2.670, 1.976, -1.618], [1.249, 1.601, -0.782], [1.785, 2.972, 1.015], [2.850, 3.802, -0.231], [0.769, -1.488, 2.512], [-0.256, 0.023, 2.958], [-0.075, 1.059, 1.816], [-1.854, -0.883, 2.536], [1.035, -1.567, 1.458], [0.350, -2.398, 2.942], [1.666, -1.153, 3.033], [-2.553, -0.345, 1.895], [-2.454, -1.118, 3.416], [-1.693, -1.904, 2.190], [-3.509, 0.162, -1.075], [-2.553, 1.275, -2.208], [-1.400, 1.529, -1.274], [-1.733, -0.010, -3.256], [-3.624, 0.759, -0.170], [-2.769, -0.593, -0.809], [-4.383, -0.247, -1.581], [-0.844, 0.352, -3.773], [-2.429, -0.327, -4.034], [-1.362, -0.930, -2.804]], "lowdin_charge": [0.615, 0.150, -0.352, -0.444, -0.359, -0.411, -0.150, -0.112, 0.044, -0.501, 0.095, 0.080, 0.138, 0.081, 0.122, 0.132, -0.227, 0.893, -0.664, -0.276, 0.024, 0.064, 0.030, 0.027, 0.028, 0.033, -0.240, 0.881, -0.688, -0.246, 0.043, 0.020, 0.050, 0.060, 0.041, 0.019]}



[2]
{"formula": "C4H12NOS", "method": "ωB97M-V with the def2-TZVPD basis set", "largest_force_ev_per_a": 1.4, "relative_energy_kcal_mol": 20.4, "spin_multiplicity": 1, "e_homo_ev": -2.31, "e_lumo_ev": 3.232, "total_charge": -1, "total_energy_ha": -687.79553, "gap_ev": 5.544, "species": ["C", "C", "S", "C", "N", "C", "H", "H", "H", "H", "H", "H", "H", "H", "H", "H", "H", "H", "O"], "xyz": [[-0.849, -1.464, -0.184], [-2.296, -1.012, -0.260], [-3.538, -2.379, -0.175], [0.158, -0.402, -0.703], [0.922, 0.293, 0.349], [0.215, 1.367, 1.025], [-0.590, -1.685, 0.843], [-0.741, -2.367, -0.791], [-2.512, -0.479, -1.178], [-2.559, -0.326, 0.559], [0.910, -0.849, -1.332], [-0.389, 0.380, -1.230], [1.360, -0.366, 0.974], [0.264, 2.265, 0.416], [0.586, 1.595, 2.030], [-0.856, 1.148, 1.124], [3.391, 1.884, -1.143], [2.866, 1.137, 0.118], [3.658, 1.261, -0.442]], "lowdin_charge": [-0.298, -0.813, 0.018, -0.226, -0.172, -0.138, 0.090, 0.076, 0.018, 0.018, 0.095, 0.104, 0.098, 0.066, 0.076, 0.066, 0.032, -0.004, -0.106]}



[3]
{"formula": "C3H9N3S2", "method": "ωB97M-V with the def2-TZVPD basis set", "largest_force_ev_per_a": 3.7, "relative_energy_kcal_mol": 136.8, "spin_multiplicity": 1, "e_homo_ev": -8.29, "e_lumo_ev": 0.049, "total_energy_ha": -1080.09904, "gap_ev": 8.338, "species": ["C", "C", "C", "N", "N", "N", "S", "S", "H", "H", "H", "H", "H", "H", "H", "H", "H"], "xyz": [[-0.780, 1.537, 0.561], [-1.706, -1.369, 0.330], [2.629, -0.506, -0.143], [-0.464, -1.140, -0.139], [1.660, 0.426, 0.241], [-0.380, 2.253, -0.509], [-2.969, 0.026, -0.086], [0.226, 0.047, 0.568], [-1.607, -1.424, 1.489], [-2.074, -2.374, -0.028], [-3.094, -0.245, -1.404], [2.206, -1.250, -0.921], [3.221, -0.802, 0.707], [3.353, 0.112, -0.773], [-0.745, 3.155, -0.859], [0.481, 1.913, -0.931], [0.043, -0.360, 1.897]], "lowdin_charge": [-0.283, -0.671, -0.235, -0.369, -0.378, -0.006, 0.664, 0.757, 0.077, 0.088, -0.145, 0.099, 0.060, 0.084, 0.123, 0.071, 0.065]}



[4]
{"formula": "C14H44O14", "method": "ωB97M-V with the def2-TZVPD basis set", "largest_force_ev_per_a": 2.9, "relative_energy_kcal_mol": 0.0, "spin_multiplicity": 2, "e_homo_ev": [-12.22, -12.22], "e_lumo_ev": [-2.466, -8.998], "total_charge": 1, "total_energy_ha": -1612.63424, "gap_ev": [9.755, 3.223], "species": ["C", "O", "H", "H", "H", "H", "C", "O", "H", "H", "H", "H", "C", "C", "O", "O", "H", "H", "H", "H", "H", "H", "C", "C", "O", "O", "H", "H", "H", "H", "H", "H", "C", "C", "O", "O", "H", "H", "H", "H", "H", "H", "C", "C", "O", "O", "H", "H", "H", "H", "H", "H", "C", "C", "O", "O", "H", "H", "H", "H", "H", "H", "C", "C", "O", "O", "H", "H", "H", "H", "H", "H"], "xyz": [[-8.407, 16.523, 7.331], [-8.210, 15.213, 7.826], [-8.972, 17.214, 7.957], [-7.487, 16.986, 6.974], [-8.962, 16.391, 6.402], [-7.348, 14.965, 7.485], [-6.449, 16.520, 10.801], [-5.187, 16.704, 10.221], [-7.178, 16.112, 10.101], [-6.261, 15.863, 11.650], [-6.839, 17.446, 11.222], [-4.551, 16.029, 10.469], [-9.641, 13.412, 3.872], [-8.642, 14.565, 3.781], [-7.573, 14.121, 2.831], [-9.093, 12.330, 4.598], [-10.046, 13.110, 2.906], [-10.561, 13.741, 4.354], [-8.300, 14.932, 4.749], [-9.126, 15.393, 3.263], [-7.359, 13.209, 3.044], [-8.332, 11.941, 4.161], [-4.317, 14.198, 5.250], [-5.273, 15.360, 5.678], [-5.457, 15.299, 7.030], [-3.017, 14.582, 5.687], [-4.354, 14.049, 4.171], [-4.585, 13.251, 5.721], [-6.211, 15.121, 5.178], [-4.887, 16.333, 5.374], [-4.611, 15.362, 7.479], [-2.387, 13.922, 5.389], [-4.567, 13.392, 9.631], [-3.550, 12.877, 8.590], [-2.674, 11.896, 9.143], [-3.944, 14.097, 10.713], [-5.205, 12.576, 9.972], [-5.171, 14.131, 9.106], [-2.876, 13.693, 8.328], [-4.022, 12.555, 7.662], [-2.325, 12.231, 9.973], [-3.707, 13.451, 11.382], [-11.715, 11.578, 7.348], [-10.988, 12.875, 7.632], [-9.618, 12.656, 7.761], [-11.322, 11.204, 6.045], [-12.795, 11.724, 7.389], [-11.531, 10.729, 8.007], [-11.193, 13.231, 8.641], [-11.060, 13.730, 6.958], [-9.189, 13.514, 7.724], [-10.506, 11.679, 5.873], [-6.725, 19.665, 6.578], [-7.836, 20.391, 7.359], [-8.488, 21.432, 6.540], [-7.223, 18.864, 5.455], [-6.252, 18.983, 7.285], [-6.004, 20.403, 6.225], [-7.348, 20.811, 8.238], [-8.592, 19.720, 7.766], [-8.763, 21.120, 5.675], [-7.667, 19.486, 4.873], [-11.235, 16.211, 10.325], [-11.636, 16.387, 11.777], [-12.497, 17.454, 11.893], [-12.396, 15.877, 9.524], [-10.563, 15.353, 10.312], [-10.741, 17.078, 9.885], [-10.852, 16.596, 12.505], [-12.042, 15.474, 12.211], [-11.992, 18.270, 11.937], [-12.912, 16.671, 9.366]], "lowdin_charge": [-0.125, -0.141, 0.077, 0.063, 0.072, 0.047, -0.161, -0.123, 0.055, 0.083, 0.077, 0.039, -0.228, -0.161, -0.064, -0.067, 0.134, 0.115, 0.082, 0.127, 0.054, 0.100, -0.215, -0.222, -0.079, -0.062, 0.117, 0.100, 0.097, 0.138, 0.094, 0.096, -0.208, -0.227, -0.056, -0.064, 0.127, 0.087, 0.115, 0.105, 0.077, 0.096, -0.145, -0.119, 0.177, 0.084, 0.147, 0.153, 0.187, 0.165, 0.086, 0.048, -0.202, -0.195, -0.071, -0.090, 0.110, 0.122, 0.121, 0.098, 0.064, 0.067, -0.223, -0.280, -0.044, -0.081, 0.104, 0.111, 0.122, 0.126, 0.100, 0.083]}